The following is a DFT calculation (ωB97M-V/def2-TZVPD) of 14 unconnected molecules or ions with the total composition C5H38N2O14 at a distorted geometry.

Positions of all 59 atoms, in Å:
C (-2.89, -0.71, -1.38)
N (-3.01, 0.52, -0.82)
C (-0.60, 2.49, 0.75)
C (-1.04, 0.99, 0.64)
C (-2.54, 0.77, 0.53)
C (-3.15, -0.20, 1.56)
N (-3.03, 0.32, 2.90)
O (-3.53, -1.06, -2.37)
H (-2.27, -1.41, -0.83)
H (-3.34, 1.25, -1.46)
H (-1.39, 3.20, 0.44)
H (0.20, 2.67, 0.02)
H (-0.44, 2.73, 1.80)
H (-0.64, 0.55, -0.28)
H (-0.70, 0.52, 1.55)
H (-3.17, 1.66, 0.80)
H (-4.13, -0.46, 1.16)
H (-2.60, -1.17, 1.57)
H (-2.75, 1.30, 2.96)
H (-3.77, 0.17, 3.56)
H (-0.44, -2.33, 5.42)
H (-0.50, -0.88, 4.97)
O (-0.07, -1.72, 4.77)
H (-4.53, 1.32, -2.83)
H (-3.57, 2.27, -3.54)
O (-4.15, 2.22, -2.77)
H (1.25, 1.13, -5.11)
H (-0.17, 1.15, -5.07)
O (0.52, 1.21, -5.75)
H (-3.09, -1.42, -4.17)
H (-3.37, 0.03, -4.59)
O (-2.88, -0.74, -4.82)
H (4.62, 2.70, -1.54)
H (4.37, 2.81, 0.05)
O (4.32, 3.24, -0.81)
H (2.50, 3.91, -2.92)
H (2.78, 3.67, -1.45)
O (2.14, 3.42, -2.17)
H (1.12, -2.38, 1.31)
H (0.70, -2.81, 2.85)
O (1.36, -2.50, 2.24)
H (1.72, -4.41, -2.82)
H (1.64, -2.96, -2.94)
O (1.68, -3.63, -2.26)
H (1.81, -0.64, 3.36)
H (1.17, 0.54, 4.25)
O (1.95, 0.23, 3.79)
H (-0.65, -4.19, 0.11)
H (0.26, -3.58, -0.75)
O (-0.16, -3.35, 0.11)
H (2.85, 1.01, 2.67)
H (4.30, 0.95, 2.44)
O (3.51, 1.25, 1.96)
H (3.62, -0.45, -0.88)
H (3.26, 0.15, 0.59)
O (3.20, -0.59, -0.03)
H (3.75, -3.16, 1.77)
H (3.78, -2.39, 0.55)
O (4.18, -3.20, 0.91)

Properties
- Orbital gap: 9.5 eV
- Calculated total energy: -1376.139024 Ha

---

The following is a DFT calculation (ωB97M-V/def2-TZVPD) of 2 unconnected molecules or ions with the total composition C5H12N2O2 at a distorted geometry.

Positions of all 21 atoms, in Å:
O (1.48, -0.78, 1.82)
C (0.58, -1.54, 1.58)
C (-0.83, -1.00, 1.34)
C (-0.94, 0.52, 1.19)
C (-0.15, 1.13, 0.04)
C (-0.48, 0.95, -1.25)
N (0.39, 1.47, -2.26)
N (1.00, 1.78, 0.43)
H (0.72, -2.63, 1.54)
H (-1.18, -1.17, 2.38)
H (-1.33, -1.56, 0.56)
H (-0.55, 0.98, 2.09)
H (-2.00, 0.70, 1.05)
H (-1.46, 0.55, -1.49)
H (-0.03, 1.97, -3.03)
H (1.02, 0.79, -2.63)
H (1.43, 2.13, -0.38)
H (1.62, 1.34, 1.09)
H (0.60, -1.20, -1.40)
H (-0.41, -2.28, -1.40)
O (0.53, -2.16, -1.27)

Properties
- Orbital gap: 8.7 eV
- Structure (SMILES): N/C=C(\N)CCC=O.O
- Calculated total energy: -457.672344 Ha

---

The following is a DFT calculation (ωB97M-V/def2-TZVPD) of a molecular structure, C47H53F12N5O2OsPSi at a distorted geometry.

Positions of all 122 atoms, in Å:
Os (-0.59, -0.09, -0.68)
C (-4.25, -3.82, -5.40)
C (-3.60, -3.32, -4.14)
C (-4.29, -3.26, -2.93)
C (-3.66, -2.79, -1.80)
C (-2.33, -2.36, -1.80)
N (-1.80, -1.86, -0.61)
C (-1.82, -2.63, 0.53)
C (-1.84, -4.04, 0.45)
C (-1.87, -4.84, 1.56)
C (-1.86, -4.29, 2.84)
C (-1.90, -5.15, 4.08)
C (-1.81, -2.91, 2.94)
C (-1.79, -2.06, 1.83)
C (-1.91, -0.55, 2.04)
O (-1.25, 0.29, 1.18)
C (-3.44, -0.23, 1.97)
F (-3.72, 1.04, 2.34)
F (-3.89, -0.39, 0.72)
F (-4.19, -1.03, 2.76)
C (-1.42, -0.08, 3.45)
F (-2.28, -0.35, 4.46)
F (-1.22, 1.25, 3.47)
F (-0.24, -0.65, 3.78)
C (-1.63, -2.39, -3.03)
C (-2.28, -2.88, -4.16)
C (-0.20, -1.83, -3.11)
O (-0.07, -0.56, -2.60)
C (0.80, -2.87, -2.46)
F (2.08, -2.60, -2.74)
F (0.56, -4.12, -2.91)
F (0.71, -2.94, -1.13)
C (0.28, -1.66, -4.58)
F (0.48, -2.83, -5.23)
F (-0.60, -0.95, -5.30)
F (1.44, -0.98, -4.64)
H (-5.14, -4.41, -5.17)
H (-3.56, -4.45, -5.98)
H (-4.55, -2.99, -6.04)
H (-5.33, -3.57, -2.89)
H (-4.20, -2.74, -0.86)
H (-1.82, -4.48, -0.54)
H (-1.89, -5.92, 1.44)
H (-2.44, -6.08, 3.89)
H (-2.39, -4.62, 4.89)
H (-0.89, -5.41, 4.42)
H (-1.80, -2.50, 3.94)
H (-1.76, -2.95, -5.10)
N (1.37, 0.00, -0.28)
P (2.50, 0.40, 0.67)
N (2.13, 1.59, 1.80)
C (1.21, 2.64, 1.37)
C (1.72, 4.00, 1.84)
C (1.93, 4.00, 3.35)
C (2.82, 2.82, 3.77)
C (2.23, 1.51, 3.24)
N (3.78, 1.02, -0.21)
C (3.75, 1.01, -1.67)
C (3.89, 2.42, -2.21)
C (5.19, 3.06, -1.71)
C (5.23, 3.02, -0.19)
C (4.97, 1.62, 0.35)
N (3.09, -0.85, 1.63)
C (2.24, -2.04, 1.77)
C (2.98, -3.30, 1.34)
C (4.26, -3.51, 2.19)
C (4.61, -2.23, 2.96)
C (4.47, -1.01, 2.07)
H (0.21, 2.45, 1.79)
H (1.12, 2.61, 0.28)
H (1.01, 4.78, 1.55)
H (2.66, 4.21, 1.34)
H (0.96, 3.90, 3.85)
H (2.38, 4.94, 3.67)
H (2.93, 2.78, 4.86)
H (3.82, 2.96, 3.34)
H (1.24, 1.37, 3.68)
H (2.85, 0.66, 3.52)
H (2.82, 0.55, -1.99)
H (4.59, 0.40, -2.05)
H (3.03, 3.01, -1.86)
H (3.86, 2.40, -3.31)
H (5.27, 4.09, -2.06)
H (6.04, 2.50, -2.12)
H (4.46, 3.70, 0.20)
H (6.20, 3.37, 0.18)
H (4.86, 1.67, 1.44)
H (5.85, 0.99, 0.13)
H (1.36, -1.90, 1.14)
H (1.89, -2.16, 2.80)
H (3.24, -3.20, 0.28)
H (2.31, -4.16, 1.43)
H (5.09, -3.77, 1.54)
H (4.12, -4.33, 2.89)
H (5.63, -2.29, 3.34)
H (3.95, -2.12, 3.82)
H (5.15, -1.12, 1.21)
H (4.79, -0.12, 2.63)
C (-6.49, 1.63, -2.39)
C (-5.98, 1.93, -1.13)
C (-4.61, 1.94, -0.92)
C (-3.71, 1.65, -1.95)
C (-4.24, 1.33, -3.20)
C (-5.61, 1.32, -3.42)
Si (-1.81, 1.74, -1.73)
C (-1.53, 3.46, -0.93)
C (-1.98, 3.79, 0.36)
C (-1.88, 5.08, 0.85)
C (-1.29, 6.08, 0.08)
C (-0.77, 5.75, -1.17)
C (-0.90, 4.46, -1.66)
H (-7.56, 1.64, -2.56)
H (-6.65, 2.16, -0.32)
H (-4.23, 2.18, 0.06)
H (-3.57, 1.09, -4.02)
H (-6.00, 1.09, -4.41)
H (-1.42, 2.04, -3.14)
H (-2.40, 3.02, 0.99)
H (-2.26, 5.32, 1.83)
H (-1.24, 7.09, 0.45)
H (-0.28, 6.52, -1.76)
H (-0.50, 4.23, -2.65)

Properties
- Orbital gap (spin up / spin down): 5.9 / 6.6 eV
- <S²>: 6.02
- Charge: -1
- Calculated total energy: -4167.142592 Ha
- Multiplicity: 5

---

The following is a DFT calculation (ωB97M-V/def2-TZVPD) of a molecular structure, C3H9N2O2.

Positions of all 16 atoms, in Å:
C (1.37, -0.56, 2.67)
N (0.76, 0.60, 2.40)
O (1.79, -1.39, 1.87)
H (1.51, -0.74, 3.76)
H (0.51, 1.07, 3.25)
H (0.34, 0.97, 1.28)
C (-1.27, -0.54, -2.44)
N (-0.86, -0.46, -1.05)
C (0.22, 0.52, -0.79)
O (-0.13, 1.39, 0.22)
H (-1.55, 0.43, -2.88)
H (-2.14, -1.20, -2.53)
H (-0.47, -0.97, -3.04)
H (-1.63, -0.17, -0.46)
H (0.39, 1.07, -1.73)
H (1.14, -0.03, -0.53)

Properties
- Orbital gap: 8.1 eV
- Charge: -1
- Calculated total energy: -379.719261 Ha

---

The following is a DFT calculation (ωB97M-V/def2-TZVPD) of 2 unconnected molecules or ions with the total composition C34H32NO at a distorted geometry.

Positions of all 68 atoms, in Å:
C (0.94, 3.94, 2.18)
C (0.25, 3.39, 1.10)
C (0.37, 2.03, 0.83)
C (0.98, 1.13, 1.73)
C (1.00, -0.33, 1.48)
C (1.89, -0.92, 0.58)
N (2.59, -2.09, 0.80)
C (2.50, -2.71, 2.12)
C (3.12, -4.11, 2.19)
C (4.50, -4.23, 1.54)
C (4.43, -3.66, 0.12)
C (3.90, -2.22, 0.14)
C (2.11, -0.25, -0.74)
C (2.66, 1.03, -0.84)
C (2.77, 1.66, -2.08)
C (2.35, 0.98, -3.23)
C (1.87, -0.33, -3.15)
C (1.77, -0.96, -1.91)
C (1.66, 1.70, 2.83)
C (1.69, 3.09, 3.00)
H (0.92, 5.01, 2.38)
H (-0.36, 4.02, 0.45)
H (0.01, 1.65, -0.12)
H (0.40, -0.97, 2.14)
H (3.00, -2.08, 2.87)
H (1.44, -2.77, 2.41)
H (3.21, -4.40, 3.24)
H (2.45, -4.83, 1.71)
H (5.26, -3.69, 2.12)
H (4.81, -5.28, 1.49)
H (5.42, -3.65, -0.34)
H (3.78, -4.28, -0.51)
H (3.86, -1.87, -0.90)
H (4.64, -1.59, 0.67)
H (2.99, 1.53, 0.08)
H (3.16, 2.68, -2.13)
H (2.39, 1.49, -4.19)
H (1.56, -0.87, -4.05)
H (1.42, -1.99, -1.82)
H (2.20, 1.03, 3.51)
H (2.29, 3.51, 3.80)
C (-4.99, 5.11, -0.98)
C (-3.63, 4.94, -1.25)
C (-3.06, 3.67, -1.22)
C (-3.86, 2.55, -0.85)
C (-3.31, 1.23, -0.75)
O (-4.21, 0.28, -0.38)
C (-3.82, -1.05, -0.42)
C (-2.45, -1.37, -0.43)
C (-2.10, -2.71, -0.71)
C (-3.09, -3.66, -0.92)
C (-4.45, -3.32, -0.83)
C (-4.83, -2.00, -0.59)
C (-1.54, -0.28, -0.40)
C (-1.98, 0.91, -0.98)
C (-5.21, 2.75, -0.53)
C (-5.78, 4.01, -0.63)
H (-5.45, 6.09, -1.08)
H (-3.00, 5.80, -1.50)
H (-2.01, 3.52, -1.45)
H (-1.03, -2.95, -0.80)
H (-2.81, -4.69, -1.11)
H (-5.21, -4.09, -0.90)
H (-5.87, -1.71, -0.49)
H (-0.51, -0.42, -0.11)
H (-1.36, 1.59, -1.56)
H (-5.81, 1.91, -0.19)
H (-6.84, 4.12, -0.42)

Properties
- Orbital gap: 5.0 eV
- Charge: +1
- Calculated total energy: -1444.495195 Ha

---

The following is a DFT calculation (ωB97M-V/def2-TZVPD) of a molecular structure, C4H6FO4Tl at a distorted geometry.

Positions of all 16 atoms, in Å:
O (0.75, -1.37, -1.48)
C (1.26, -1.66, -0.43)
C (0.56, -1.54, 0.90)
O (-0.84, -1.76, 0.78)
C (-1.66, -0.75, 0.77)
O (-2.62, -0.91, 1.63)
O (-1.55, 0.25, 0.06)
C (-3.60, 0.13, 1.77)
H (0.78, -0.56, 1.35)
F (-1.56, 0.95, -3.04)
H (2.32, -1.99, -0.36)
H (0.93, -2.31, 1.58)
H (-4.27, -0.22, 2.55)
H (-3.10, 1.06, 2.06)
H (-4.13, 0.25, 0.82)
Tl (-0.90, 1.20, -1.42)

Properties
- Orbital gap: 5.4 eV
- Charge: +2
- Calculated total energy: -728.434739 Ha

---

The following is a DFT calculation (ωB97M-V/def2-TZVPD) of a single C5H5NO molecule.

Positions of all 12 atoms, in Å:
O (0.30, 0.37, 1.76)
C (0.54, 0.31, 0.57)
C (1.88, -0.06, 0.12)
C (2.98, -0.43, -0.18)
C (-0.53, 0.53, -0.44)
C (-1.65, -0.45, -0.34)
N (-1.82, 0.92, 0.08)
H (3.97, -0.79, -0.39)
H (-0.23, 0.94, -1.40)
H (-1.55, -1.23, 0.41)
H (-2.19, -0.74, -1.24)
H (-1.74, 0.99, 1.09)

Properties
- Orbital gap: 10.1 eV
- Structure (SMILES): C#CC(=O)[C@H]1CN1
- Calculated total energy: -323.405591 Ha

---

The following is a DFT calculation (ωB97M-V/def2-TZVPD) of 2 unconnected molecules or ions with the total composition C6H13NO at a distorted geometry.

Positions of all 21 atoms, in Å:
C (2.51, -2.63, 0.34)
N (1.86, -1.43, 0.83)
C (0.93, -0.76, 0.06)
C (0.66, 0.55, 0.19)
C (-0.47, 1.18, -0.51)
C (-1.52, 0.56, -1.04)
C (-2.46, 1.23, -2.00)
H (3.18, -2.98, 1.10)
H (3.14, -2.47, -0.54)
H (1.77, -3.41, 0.16)
H (2.49, -0.85, 1.36)
H (0.42, -1.38, -0.67)
H (1.31, 1.16, 0.80)
H (-0.34, 2.26, -0.60)
H (-1.75, -0.47, -0.81)
H (-2.40, 2.31, -1.88)
H (-2.29, 0.92, -3.03)
H (-3.49, 0.96, -1.78)
H (-1.80, 2.23, 2.77)
H (-0.72, 1.32, 2.20)
O (-1.04, 1.70, 3.03)

Properties
- Orbital gap: 8.5 eV
- Structure (SMILES): C/C=C/C=C/NC.O
- Calculated total energy: -366.359252 Ha